[1]
An isolated ion of composition C25H30N3O4S and charge +1. Source: the Open Molecules 2025 dataset; level of theory: ωB97M-V/def2-TZVPD.

Summary:
- HOMO-LUMO gap: 7.84 eV
- Energy relative to the best compared isomer or geometry (same formula, charge and spin): 5.52 kcal per mole
- Largest force on an atom: 1.13 eV/Å
- Structure (SMILES): CCN(c1ccccc1)S(=O)(=O)c1ccc(OC)c(NC(=O)C[NH2+]CCc2ccccc2)c1
- LUMO level: -0.092 hartree
- Charge: +1

Cartesian coordinates (Å):
C -1.29 1.93 -3.26
C -2.66 1.43 -3.70
N -2.97 0.09 -3.25
C -3.61 -0.17 -2.04
C -3.65 0.76 -1.01
C -4.27 0.45 0.19
C -4.85 -0.79 0.39
C -4.83 -1.71 -0.65
C -4.22 -1.41 -1.85
S -2.31 -1.19 -4.10
O -1.28 -0.64 -4.94
O -3.30 -2.01 -4.71
C -1.52 -2.15 -2.80
C -1.70 -3.51 -2.73
C -1.06 -4.26 -1.75
C -0.23 -3.62 -0.83
O 0.44 -4.24 0.17
C 0.32 -5.64 0.32
C -0.05 -2.23 -0.92
N 0.82 -1.66 0.04
C 1.10 -0.38 0.23
O 0.64 0.59 -0.36
C 2.13 -0.07 1.35
N 2.30 1.39 1.28
C 3.64 1.89 0.91
C 4.56 1.88 2.13
C 3.95 2.74 3.21
C 3.09 2.17 4.15
C 2.48 2.97 5.11
C 2.72 4.33 5.13
C 3.57 4.90 4.20
C 4.18 4.11 3.25
C -0.69 -1.50 -1.90
H -1.16 2.96 -3.59
H -0.52 1.32 -3.73
H -1.17 1.88 -2.18
H -3.45 2.10 -3.35
H -2.69 1.40 -4.79
H -3.21 1.74 -1.13
H -4.30 1.19 0.98
H -5.33 -1.03 1.32
H -5.30 -2.68 -0.52
H -4.25 -2.12 -2.66
H -2.35 -3.99 -3.45
H -1.22 -5.32 -1.71
H 0.94 -5.91 1.17
H 0.68 -6.17 -0.57
H -0.71 -5.93 0.52
H 1.24 -2.37 0.63
H 3.07 -0.59 1.15
H 1.75 -0.39 2.32
H 1.57 1.62 0.52
H 2.06 1.85 2.18
H 4.04 1.27 0.10
H 3.53 2.91 0.54
H 5.53 2.28 1.84
H 4.71 0.86 2.49
H 2.93 1.10 4.18
H 1.82 2.52 5.84
H 2.25 4.95 5.88
H 3.77 5.96 4.23
H 4.86 4.55 2.53
H -0.54 -0.43 -1.98

***

[2]
C25H30N3O9RuS3 as an isolated structure. Source: the Open Molecules 2025 dataset; level of theory: ωB97M-V/def2-TZVPD.

Summary:
- HOMO-LUMO gap (alpha / beta): 7.35 / 7.27 eV
- Spin multiplicity: 2
- Energy relative to the best compared isomer or geometry (same formula, charge and spin): 39.08 kcal per mole
- Largest force on an atom: 3.14 eV/Å
- LUMO level (alpha / beta): -0.038 / -0.040 hartree

Cartesian coordinates (Å):
Ru -0.49 0.90 0.71
C -4.41 2.80 1.74
C -2.98 2.53 1.41
N -2.62 1.64 0.58
O -3.61 0.88 0.03
C -1.86 3.22 2.01
C -1.91 4.54 2.71
N -0.73 2.60 1.87
O 0.39 3.02 2.23
H -4.90 1.86 1.97
H -4.92 3.22 0.86
H -4.51 3.48 2.58
H -3.10 0.27 -0.55
H -2.86 5.05 2.51
H -1.09 5.16 2.35
H -1.78 4.41 3.78
O 2.07 -2.42 4.74
S 0.69 -2.07 4.91
O 0.28 -1.48 6.15
N 0.18 -1.12 3.64
C -0.70 -1.74 2.94
S -1.48 -1.10 1.54
C -1.07 -3.11 3.38
C -1.98 -4.00 2.83
C -2.14 -5.24 3.44
C -1.41 -5.58 4.57
C -0.51 -4.68 5.13
C -0.36 -3.46 4.51
H -2.55 -3.72 1.95
H -2.85 -5.94 3.02
H -1.56 -6.55 5.03
H 0.07 -4.94 6.01
O -1.61 -0.03 -1.23
C -0.82 0.56 -2.04
O 0.05 1.35 -1.62
C -0.95 0.31 -3.50
C -0.01 0.81 -4.38
C -0.14 0.64 -5.76
C -1.24 -0.04 -6.20
O -1.60 -0.32 -7.48
C -2.88 -0.95 -7.40
O -3.18 -1.18 -6.02
C -2.18 -0.56 -5.32
C -2.06 -0.41 -3.96
H 0.83 1.36 -3.97
H 0.59 1.05 -6.45
H -2.87 -1.90 -7.94
H -3.64 -0.29 -7.83
H -2.79 -0.81 -3.27
C 3.80 -0.83 -2.72
C 3.76 -1.62 -1.41
C 3.73 -0.70 -0.19
S 2.17 0.25 -0.23
O 1.54 0.07 1.17
C 2.79 1.96 -0.25
C 3.26 2.47 1.10
C 4.67 2.04 1.51
H 3.75 -1.50 -3.58
H 4.72 -0.25 -2.79
H 2.95 -0.14 -2.79
H 4.64 -2.26 -1.34
H 2.88 -2.27 -1.40
H 4.58 -0.03 -0.19
H 3.68 -1.26 0.75
H 1.92 2.52 -0.59
H 3.55 2.00 -1.03
H 2.55 2.15 1.86
H 3.21 3.56 1.07
H 4.70 0.98 1.78
H 4.99 2.60 2.38
H 5.39 2.22 0.71